# 1
C7H14N3O5 | the ωB97M-V functional and the def2-TZVPD basis

Computed properties:
LUMO level in eV: -3.69
Max |F| in hartree/bohr: 0.0886
Total charge: +1
Kohn-Sham gap in eV: 9.5
ΔE to the lowest compared entry with this formula, charge and spin in eV: 1.233

The geometry in XYZ format:
```
29
C7H14N3O5, DFT the ωB97M-V functional and the def2-TZVPD basis
C 1.503 0.527 -1.671
C -0.586 -0.641 -1.483
C -1.683 0.059 -0.793
C -1.305 1.281 0.058
C -0.140 1.060 1.045
C 0.245 -0.404 1.466
C 0.931 -0.978 0.153
N 0.292 0.151 -2.193
N 1.908 -0.243 -0.556
N 1.292 -2.422 0.334
O 2.209 1.306 -2.214
O -2.525 -0.917 -0.013
O -0.882 2.273 -0.827
O -0.457 1.808 2.234
O 1.184 -0.540 2.479
H -0.717 -1.718 -1.891
H -2.463 0.275 -1.598
H -2.274 1.623 0.612
H 0.579 1.632 0.537
H -0.769 -0.945 1.624
H 0.012 0.844 -2.883
H 2.839 0.030 -0.298
H 1.581 -2.416 1.379
H 2.189 -2.682 -0.133
H 0.535 -3.023 0.037
H -3.473 -0.741 0.043
H -0.579 3.132 -0.331
H -1.313 1.619 2.626
H 1.866 0.050 2.259
```

***

# 2
C6H12N2 | the ωB97M-V functional and the def2-TZVPD basis

Computed properties:
LUMO level (alpha / beta) in eV: -12.26 / -11.36
Max |F| in hartree/bohr: 0.0409
Total charge: +2
Kohn-Sham gap (alpha / beta) in eV: 6.8 / 8.7
ΔE to the lowest compared entry with this formula, charge and spin in eV: 4.492

The geometry in XYZ format:
```
20
C6H12N2, DFT the ωB97M-V functional and the def2-TZVPD basis
C 1.734 0.430 -0.356
C 0.795 -0.546 0.377
C -0.188 -0.231 1.339
C 1.489 1.875 -0.117
C -1.418 0.187 -0.797
C -1.233 -2.070 0.101
N 0.603 2.343 0.603
N -0.681 -0.704 0.106
H 1.729 0.213 -1.431
H 1.333 -1.496 0.481
H -0.531 0.004 2.328
H 2.759 0.221 -0.020
H 2.220 2.504 -0.659
H -1.615 -0.328 -1.738
H -2.377 0.460 -0.349
H -0.864 1.101 -0.994
H -1.024 -2.543 -0.861
H -0.803 -2.679 0.895
H -2.314 -2.039 0.242
H 0.387 3.302 0.851
```

***

# 3
C16H13Cl5O2SSeSiV | the ωB97M-V functional and the def2-TZVPD basis

Computed properties:
2S+1: 2
LUMO level (alpha / beta) in eV: -1.73 / -1.14
Max |F| in hartree/bohr: 0.0095
Total charge: 0
Kohn-Sham gap (alpha / beta) in eV: 7.0 / 7.8
ΔE to the lowest compared entry with this formula, charge and spin in eV: 0.034
⟨S²⟩: 0.778

The geometry in XYZ format:
```
40
C16H13Cl5O2SSeSiV, DFT the ωB97M-V functional and the def2-TZVPD basis
V 0.029 0.350 0.303
O 1.247 -3.370 0.637
C 1.455 -2.195 0.602
O 0.471 -1.344 0.222
C 2.755 -1.546 0.932
C 3.687 -2.389 1.543
C 4.938 -1.935 1.907
C 5.280 -0.614 1.646
C 4.375 0.230 1.031
C 3.103 -0.216 0.662
S 2.124 0.989 -0.201
H 3.389 -3.412 1.728
H 5.640 -2.603 2.388
H 6.257 -0.236 1.920
H 4.648 1.256 0.822
Cl -2.514 -1.716 -1.039
C -2.597 -0.024 -1.369
C -1.569 0.802 -0.930
C -1.702 2.154 -1.181
Cl -0.424 3.187 -0.593
C -2.800 2.723 -1.807
Cl -2.922 4.421 -2.028
C -3.805 1.866 -2.260
Cl -5.169 2.512 -3.074
C -3.702 0.489 -2.047
Cl -4.946 -0.554 -2.603
C 1.274 3.802 2.311
Si -0.233 3.035 3.115
C -1.802 3.981 2.763
C 0.027 2.865 4.957
Se -0.561 0.836 2.471
H 1.898 4.261 3.081
H 0.996 4.578 1.596
H 1.876 3.056 1.788
H -1.718 5.002 3.149
H -2.657 3.504 3.247
H -2.003 4.041 1.694
H 0.139 3.853 5.413
H 0.930 2.289 5.170
H -0.815 2.363 5.436
```

***

# 4
C39H49B2NO5PS2 | the ωB97M-V functional and the def2-TZVPD basis

Computed properties:
LUMO level in eV: -3.25
Max |F| in hartree/bohr: 0.0174
Total charge: +1
Kohn-Sham gap in eV: 7.6

The geometry in XYZ format:
```
99
C39H49B2NO5PS2, DFT the ωB97M-V functional and the def2-TZVPD basis
C 4.093 2.733 0.509
N 2.946 2.008 1.112
C 3.326 0.676 1.632
B 1.843 1.912 0.244
O 1.728 1.649 -1.081
S 0.076 2.127 1.159
C -1.033 0.914 0.399
B -2.533 1.076 0.960
O -2.765 0.674 2.234
O -3.510 1.623 0.193
P -0.330 4.045 0.237
O -1.610 4.557 0.991
O -1.009 3.671 -1.136
S 1.306 4.980 0.296
H 3.812 3.215 -0.428
H 4.432 3.505 1.201
H 4.915 2.044 0.307
H 3.574 -0.031 0.831
H 2.522 0.256 2.243
H 4.199 0.786 2.274
H 1.431 0.784 -1.377
H -0.588 -0.051 0.661
H -0.991 1.022 -0.687
H -3.546 1.104 2.607
H -3.431 1.559 -0.757
H -1.491 4.743 1.932
H -0.434 3.097 -1.668
C 1.008 -4.759 1.390
C 1.432 -3.644 2.100
C 0.573 -2.566 2.269
C -0.706 -2.607 1.728
C -1.132 -3.723 1.020
C -0.271 -4.799 0.851
H 1.674 -5.602 1.262
H 2.425 -3.622 2.530
H 0.895 -1.700 2.836
H -1.380 -1.771 1.884
H -2.131 -3.757 0.606
H -0.599 -5.672 0.302
C 0.055 2.613 -6.777
C 0.503 1.971 -5.631
C 0.440 2.625 -4.410
C -0.079 3.908 -4.328
C -0.531 4.553 -5.471
C -0.461 3.902 -6.696
H 0.110 2.113 -7.734
H 0.909 0.969 -5.684
H 0.818 2.129 -3.520
H -0.106 4.422 -3.376
H -0.937 5.553 -5.408
H -0.807 4.400 -7.592
C -7.318 -1.278 5.362
C -6.919 -0.916 4.083
C -5.581 -0.647 3.827
C -4.642 -0.740 4.845
C -5.044 -1.099 6.125
C -6.381 -1.368 6.382
H -8.360 -1.491 5.563
H -7.645 -0.848 3.284
H -5.279 -0.370 2.823
H -3.597 -0.535 4.646
H -4.315 -1.173 6.922
H -6.693 -1.648 7.380
C -9.784 -3.228 0.473
C -9.374 -2.857 -0.801
C -8.036 -2.581 -1.047
C -7.108 -2.680 -0.020
C -7.517 -3.052 1.254
C -8.855 -3.325 1.500
H -10.827 -3.443 0.664
H -10.098 -2.784 -1.602
H -7.719 -2.292 -2.041
H -6.063 -2.469 -0.212
H -6.793 -3.131 2.055
H -9.174 -3.615 2.494
C 4.493 -1.810 -6.640
C 4.909 -2.431 -5.471
C 4.806 -1.767 -4.256
C 4.283 -0.482 -4.213
C 3.866 0.140 -5.383
C 3.973 -0.523 -6.597
H 4.579 -2.327 -7.587
H 5.316 -3.433 -5.506
H 5.139 -2.250 -3.346
H 4.209 0.042 -3.267
H 3.464 1.145 -5.347
H 3.654 -0.037 -7.510
C 9.516 1.274 1.965
C 9.730 0.393 3.017
C 8.698 0.093 3.895
C 7.448 0.671 3.720
C 7.236 1.550 2.667
C 8.268 1.855 1.790
H 10.323 1.510 1.284
H 10.704 -0.058 3.153
H 8.869 -0.589 4.718
H 6.644 0.439 4.408
H 6.262 2.006 2.536
H 8.103 2.546 0.973
```

***

# 5
C41H51N7O2 | the ωB97M-V functional and the def2-TZVPD basis

Computed properties:
LUMO level in eV: 0.60
Max |F| in hartree/bohr: 0.0559
Total charge: 0
Kohn-Sham gap in eV: 9.8
SMILES: c1ccncc1.c1ccncc1.c1ccncc1.c1ccncc1.c1ccncc1.c1ccncc1.c1ccncc1.CC(C)O.CC(C)O

The geometry in XYZ format:
```
101
C41H51N7O2, DFT the ωB97M-V functional and the def2-TZVPD basis
C 0.427 0.387 -4.916
C -0.351 1.670 -4.733
C -1.836 1.492 -4.549
O 0.100 2.364 -3.603
H -0.070 -0.224 -5.650
H 0.531 -0.251 -4.020
H 1.411 0.627 -5.249
H -0.169 2.318 -5.607
H -2.033 0.715 -3.839
H -2.369 1.310 -5.472
H -2.198 2.395 -4.109
H 1.056 2.210 -3.473
C -1.389 -0.262 2.022
C -0.790 -0.392 0.620
C -1.288 0.601 -0.481
O 0.569 -0.159 0.647
H -2.470 -0.403 2.046
H -1.141 0.661 2.591
H -0.881 -1.001 2.687
H -1.087 -1.374 0.345
H -0.780 0.424 -1.418
H -1.061 1.626 -0.208
H -2.361 0.518 -0.566
H 0.924 -0.615 -0.131
N 3.485 3.915 3.520
C 2.735 3.453 2.531
C 2.711 2.159 2.092
C 3.447 1.214 2.777
C 4.327 1.682 3.807
C 4.264 3.008 4.149
H 2.141 4.166 1.988
H 2.025 1.869 1.294
H 3.500 0.132 2.588
H 4.830 1.012 4.482
H 4.738 3.378 5.057
N -5.489 1.196 -2.152
C -6.444 0.691 -1.330
C -6.645 1.080 -0.008
C -5.740 1.981 0.527
C -4.707 2.524 -0.242
C -4.663 2.115 -1.599
H -7.154 -0.021 -1.745
H -7.439 0.779 0.699
H -5.698 2.191 1.610
H -4.029 3.267 0.121
H -3.960 2.556 -2.279
N 2.116 -2.857 3.804
C 2.228 -3.087 2.503
C 1.362 -3.852 1.745
C 0.414 -4.572 2.451
C 0.303 -4.382 3.849
C 1.170 -3.552 4.442
H 2.888 -2.375 2.008
H 1.559 -3.983 0.719
H -0.230 -5.291 1.937
H -0.405 -4.960 4.380
H 1.209 -3.393 5.485
N 1.885 -1.427 -1.513
C 1.009 -2.191 -2.152
C 1.362 -3.111 -3.137
C 2.721 -3.249 -3.360
C 3.664 -2.483 -2.654
C 3.187 -1.539 -1.768
H -0.044 -1.994 -1.905
H 0.580 -3.660 -3.636
H 3.078 -3.915 -4.158
H 4.717 -2.595 -2.838
H 3.855 -0.913 -1.137
N -2.239 -3.251 -2.529
C -3.044 -2.224 -2.755
C -3.927 -1.688 -1.854
C -4.039 -2.254 -0.603
C -3.235 -3.354 -0.299
C -2.433 -3.812 -1.327
H -2.932 -1.713 -3.724
H -4.572 -0.902 -2.191
H -4.824 -1.946 0.078
H -3.282 -3.926 0.612
H -1.828 -4.749 -1.232
N 3.997 1.525 -2.779
C 4.041 2.130 -3.956
C 3.527 3.398 -4.172
C 2.995 4.023 -3.017
C 2.960 3.414 -1.796
C 3.426 2.141 -1.762
H 4.400 1.541 -4.786
H 3.510 3.810 -5.185
H 2.505 5.000 -3.107
H 2.468 3.884 -0.946
H 3.569 1.582 -0.830
N -0.210 -0.005 7.061
C -0.844 1.125 6.640
C -0.552 1.806 5.444
C 0.331 1.194 4.549
C 0.988 0.017 5.003
C 0.701 -0.513 6.262
H -1.419 1.657 7.370
H -1.132 2.680 5.191
H 0.452 1.731 3.660
H 1.786 -0.555 4.453
H 1.253 -1.368 6.638
```

***

# 6
C24H27N3O5 | the ωB97M-V functional and the def2-TZVPD basis

Computed properties:
LUMO level in eV: 0.30
Max |F| in hartree/bohr: 0.0152
Total charge: 0
Kohn-Sham gap in eV: 8.0
SMILES: COc1ccc2[nH]c(=O)c(CN(C[C@@H]3CCCO3)C(=O)Nc3ccccc3OC)cc2c1
ΔE to the lowest compared entry with this formula, charge and spin in eV: 1.894

The geometry in XYZ format:
```
59
C24H27N3O5, DFT the ωB97M-V functional and the def2-TZVPD basis
C 2.717 3.649 1.225
H 3.354 4.533 1.241
O 3.547 2.576 1.604
C 3.019 1.324 1.592
C 1.699 1.021 1.320
C 1.276 -0.312 1.283
C 2.195 -1.345 1.533
C 3.517 -1.027 1.853
C 3.920 0.285 1.878
H 4.942 0.548 2.103
H 4.222 -1.818 2.064
N 1.771 -2.643 1.422
C 0.547 -3.046 0.943
O 0.309 -4.231 0.777
C -0.393 -1.960 0.678
C -0.050 -0.672 0.901
H -0.766 0.122 0.739
C -1.707 -2.386 0.068
N -2.404 -1.350 -0.665
C -1.801 -0.523 -1.576
O -2.366 0.446 -2.045
N -0.526 -0.904 -1.960
C 0.545 -0.023 -2.103
C 0.392 1.333 -2.344
C 1.501 2.161 -2.413
C 2.769 1.639 -2.251
C 2.940 0.281 -2.022
C 1.841 -0.554 -1.944
O 1.896 -1.906 -1.692
C 3.158 -2.521 -1.626
H 3.763 -2.113 -0.810
H 2.957 -3.576 -1.439
H 3.702 -2.417 -2.570
H 3.937 -0.110 -1.895
H 3.637 2.279 -2.303
H 1.366 3.216 -2.599
H -0.602 1.729 -2.466
H -0.222 -1.835 -1.713
C -3.726 -0.978 -0.214
H -4.333 -1.878 -0.083
H -4.162 -0.357 -0.998
C -3.703 -0.181 1.111
C -5.082 0.418 1.412
H -5.179 0.590 2.484
C -5.039 1.751 0.653
H -5.550 1.672 -0.305
C -3.534 2.006 0.440
H -3.186 2.922 0.924
O -2.836 0.929 1.049
H -3.283 2.045 -0.625
H -5.504 2.552 1.224
H -5.892 -0.229 1.084
H -3.327 -0.818 1.919
H -1.507 -3.256 -0.576
H -2.373 -2.743 0.859
H 2.435 -3.386 1.608
H 0.971 1.785 1.100
H 1.892 3.786 1.931
H 2.316 3.503 0.218
```

***

# 7
C3H4F3NS | the ωB97M-V functional and the def2-TZVPD basis

Computed properties:
LUMO level (alpha / beta) in eV: -1.40 / -0.13
Max |F| in hartree/bohr: 0.0645
Total charge: 0
Kohn-Sham gap (alpha / beta) in eV: 5.6 / 9.7
ΔE to the lowest compared entry with this formula, charge and spin in eV: 3.760

The geometry in XYZ format:
```
12
C3H4F3NS, DFT the ωB97M-V functional and the def2-TZVPD basis
C -2.167 -0.212 -0.010
C 0.634 0.996 0.444
C 1.554 0.149 -0.302
N -1.557 -1.268 0.361
F 2.697 0.864 -0.613
F 1.027 -0.021 -1.531
F 2.027 -1.003 0.158
S -3.004 0.700 -0.990
H 0.503 1.951 -0.071
H 0.801 1.167 1.435
H -0.708 -1.027 0.954
H -1.808 -2.296 0.166
```

***

# 8
C4H5NO | the ωB97M-V functional and the def2-TZVPD basis

Computed properties:
LUMO level in eV: 1.06
Max |F| in hartree/bohr: 0.1510
Total charge: 0
Kohn-Sham gap in eV: 9.3
SMILES: Cc1cocn1
ΔE to the lowest compared entry with this formula, charge and spin in eV: 2.115

The geometry in XYZ format:
```
11
C4H5NO, DFT the ωB97M-V functional and the def2-TZVPD basis
C -0.790 -0.938 -0.569
C -1.801 0.568 0.487
C 0.239 0.108 0.117
C 1.800 0.024 0.063
N -0.586 1.029 0.717
O -1.990 -0.525 -0.242
H -0.664 -1.585 -1.357
H -2.735 1.056 0.684
H 2.308 -0.888 0.394
H 2.134 0.225 -0.989
H 2.083 0.924 0.696
```

***

# 9
C19H26N2O5S | the ωB97M-V functional and the def2-TZVPD basis

Computed properties:
LUMO level in eV: 0.63
Max |F| in hartree/bohr: 0.0254
Total charge: 0
Kohn-Sham gap in eV: 8.8
SMILES: COc1cccc(-c2nc(CS(=O)(=O)CC(=O)NCCC(C)C)c(C)o2)c1
ΔE to the lowest compared entry with this formula, charge and spin in eV: 1.420

The geometry in XYZ format:
```
53
C19H26N2O5S, DFT the ωB97M-V functional and the def2-TZVPD basis
C -6.598 -2.882 -0.931
H -5.954 -3.290 -0.146
O -7.244 -1.704 -0.507
C -6.478 -0.639 -0.154
C -5.092 -0.615 -0.190
C -4.408 0.538 0.198
C -5.105 1.665 0.622
C -6.489 1.632 0.654
C -7.173 0.497 0.271
H -8.251 0.460 0.292
H -7.039 2.502 0.981
H -4.565 2.549 0.921
C -2.963 0.532 0.148
N -2.207 -0.446 -0.263
C -0.923 0.002 -0.139
C -0.952 1.277 0.365
O -2.251 1.610 0.540
C 0.109 2.256 0.704
H -0.325 3.075 1.271
H 0.566 2.656 -0.201
H 0.880 1.768 1.297
C 0.226 -0.867 -0.453
H -0.113 -1.770 -0.949
H 1.009 -0.368 -1.015
S 0.980 -1.382 1.132
O 1.796 -0.299 1.633
O -0.026 -1.884 2.020
C 2.103 -2.767 0.708
C 3.268 -2.246 -0.109
O 3.377 -2.472 -1.298
N 4.146 -1.534 0.615
C 5.346 -0.933 0.071
C 5.394 0.584 0.275
H 6.435 0.883 0.412
H 4.855 0.829 1.194
C 4.804 1.404 -0.878
C 3.359 1.007 -1.162
H 3.314 0.014 -1.599
H 2.908 1.706 -1.864
H 2.785 1.017 -0.237
C 4.887 2.891 -0.536
H 4.530 3.495 -1.367
H 4.275 3.111 0.336
H 5.912 3.182 -0.319
H 5.404 1.219 -1.776
H 6.205 -1.395 0.571
H 5.385 -1.192 -0.989
H 3.865 -1.232 1.537
H 1.520 -3.489 0.144
H 2.418 -3.190 1.658
H -4.504 -1.460 -0.506
H -6.005 -2.710 -1.835
H -7.395 -3.591 -1.151
```

***

# 10
C30H32BaN9S3Si | the ωB97M-V functional and the def2-TZVPD basis

Computed properties:
LUMO level in eV: 1.44
Max |F| in hartree/bohr: 0.0941
Total charge: -1
Kohn-Sham gap in eV: 6.1
ΔE to the lowest compared entry with this formula, charge and spin in eV: 2.753

The geometry in XYZ format:
```
76
C30H32BaN9S3Si, DFT the ωB97M-V functional and the def2-TZVPD basis
Ba 0.831 1.063 -0.992
C 1.166 1.742 -4.108
C 1.548 3.068 -4.257
C 2.857 3.208 -3.780
C 3.301 1.964 -3.338
C 2.253 1.032 -3.515
H 0.275 1.287 -4.524
H 0.951 3.857 -4.689
H 3.436 4.121 -3.809
H 4.295 1.726 -2.980
H 2.402 -0.042 -3.602
N 2.979 3.971 -0.928
C 2.610 3.690 0.315
N 2.916 4.593 1.255
C 2.504 4.300 2.480
N 2.826 5.146 3.474
N 1.813 3.205 2.813
C 1.565 2.366 1.818
N 1.948 2.543 0.562
C 0.805 1.166 2.186
C 0.554 0.905 3.531
C -0.159 -0.229 3.868
C -0.613 -1.061 2.857
C -0.322 -0.707 1.549
N 0.377 0.361 1.225
H 3.491 4.828 -1.054
H 2.866 3.338 -1.735
H 3.265 6.015 3.239
H 2.434 4.997 4.385
H 0.928 1.595 4.269
H -0.352 -0.461 4.904
H -1.162 -1.963 3.077
H -0.650 -1.309 0.715
C -3.128 2.041 1.745
Si -2.457 2.621 0.034
C -1.127 3.906 0.485
C -3.845 3.624 -0.838
N -1.742 1.403 -0.921
C -2.445 0.383 -1.475
C -3.812 0.141 -1.237
C -4.482 -0.914 -1.818
C -3.829 -1.796 -2.666
C -2.483 -1.585 -2.921
C -1.814 -0.526 -2.345
H -3.289 2.878 2.421
H -2.406 1.376 2.216
H -4.064 1.495 1.662
H -1.588 4.843 0.783
H -0.448 4.119 -0.338
H -0.544 3.566 1.335
H -4.228 4.431 -0.217
H -4.679 2.986 -1.109
H -3.458 4.061 -1.754
H -4.343 0.802 -0.573
H -5.534 -1.052 -1.605
H -4.355 -2.628 -3.114
H -1.948 -2.251 -3.587
H -0.762 -0.368 -2.588
S 0.786 -4.945 3.918
C 1.453 -4.217 2.599
S 2.217 -2.647 2.711
C 2.437 -2.670 0.889
N 1.986 -3.767 0.400
N 1.467 -4.634 1.308
C 1.000 -5.855 0.789
C 0.698 -5.906 -0.574
C 0.249 -7.082 -1.141
C 0.097 -8.220 -0.364
C 0.409 -8.174 0.984
C 0.868 -7.004 1.564
S 3.200 -1.428 0.095
H 0.829 -5.019 -1.172
H 0.013 -7.114 -2.196
H -0.258 -9.141 -0.805
H 0.300 -9.058 1.597
H 1.118 -6.989 2.611
```